ORCA calculation (the ωB97M-V functional and the def2-TZVPD basis) on a structure of composition C38H39HgNO4P.

Properties
E_HOMO (spin up / spin down): -0.2626 / -0.2624 hartree
Orbital gap (spin up / spin down): 7.280 / 4.440 eV
Molecular weight: 805.3 g/mol
Energy relative to the best compared isomer or geometry (same formula, charge and spin): 2.63 kJ/mol
LUMO energy (spin up / spin down): 0.13 / -2.70 eV

The geometry in ORCA input format:
```
! RIJCOSX wB97M-V def2-TZVPD def2/J DEFGRID3
* xyz 0 2
Hg -0.598 -0.415 0.190
C -5.488 1.003 -2.600
C -4.407 0.463 -1.657
C -5.006 0.080 -0.305
C -3.265 1.452 -1.538
C -3.216 2.434 -0.557
C -2.138 3.309 -0.476
C -1.078 3.231 -1.370
C 0.113 4.146 -1.270
C -1.133 2.255 -2.359
C -2.207 1.386 -2.440
H -6.304 0.284 -2.712
H -5.075 1.211 -3.589
H -5.903 1.934 -2.205
H -3.990 -0.445 -2.101
H -5.567 0.911 0.132
H -4.219 -0.211 0.394
H -5.695 -0.760 -0.421
H -4.017 2.519 0.168
H -2.124 4.063 0.305
H 0.974 3.602 -0.876
H -0.091 4.987 -0.606
H 0.390 4.538 -2.250
H -0.313 2.163 -3.065
H -2.213 0.622 -3.212
O 2.010 -3.454 3.455
C 1.433 -2.398 3.260
O 0.991 -1.750 2.322
C 1.213 -1.643 4.774
P 0.235 -0.161 4.777
C 1.015 1.079 3.716
C 0.439 2.351 3.640
C 1.088 3.380 2.982
C 2.327 3.158 2.397
C 2.897 1.894 2.451
C 2.256 0.861 3.116
C -1.438 -0.508 4.183
C -1.809 -1.748 3.663
C -3.128 -1.983 3.307
C -4.088 -0.996 3.466
C -3.727 0.240 3.986
C -2.415 0.476 4.358
H 2.211 -1.414 5.144
H 0.768 -2.392 5.427
H -0.525 2.539 4.095
H 0.630 4.360 2.935
H 2.850 3.970 1.909
H 3.847 1.708 1.967
H 2.707 -0.120 3.129
H -1.074 -2.523 3.513
H -3.401 -2.946 2.896
H -5.116 -1.185 3.189
H -4.470 1.017 4.111
H -2.158 1.426 4.810
C 4.758 -0.987 -3.605
O 3.507 -1.637 -3.475
C 2.394 -0.940 -3.785
C 2.405 0.327 -4.357
C 1.224 0.937 -4.750
C 0.015 0.282 -4.583
C -0.002 -0.964 -3.981
C 1.168 -1.573 -3.548
N 1.057 -2.852 -2.961
C 1.722 -3.484 -1.970
C 2.538 -3.035 -0.960
C 3.231 -4.034 -0.190
C 4.093 -3.701 0.792
C 4.320 -2.319 1.098
C 3.655 -1.336 0.449
C 2.666 -1.630 -0.572
O 1.948 -0.746 -1.057
H 5.502 -1.710 -3.284
H 4.813 -0.105 -2.961
H 4.951 -0.698 -4.641
H 3.342 0.847 -4.500
H 1.254 1.925 -5.192
H -0.911 0.741 -4.906
H -0.946 -1.468 -3.804
H 0.291 -3.383 -3.337
H 1.528 -4.553 -1.982
H 3.056 -5.079 -0.429
H 4.604 -4.466 1.362
H 5.032 -2.071 1.877
H 3.791 -0.289 0.695
*
```

=====

ORCA calculation (the ωB97M-V functional and the def2-TZVPD basis) on a cluster of 2 separate species, C38H39N2O2 in total.

Properties
E_HOMO: -0.3212 hartree
Orbital gap: 4.268 eV
Molecular weight: 555.7 g/mol
Energy relative to the best compared isomer or geometry (same formula, charge and spin): 0.00 kJ/mol
LUMO energy: -4.47 eV

The geometry in ORCA input format:
```
! RIJCOSX wB97M-V def2-TZVPD def2/J DEFGRID3
* xyz 1 1
C -5.467 2.084 -1.772
C -4.429 2.340 -0.719
C -4.622 1.917 0.600
C -3.662 2.146 1.592
C -3.938 1.659 2.979
C -2.487 2.832 1.243
N -1.447 2.962 2.210
C -0.150 2.516 2.014
C 0.186 1.730 0.950
N 0.610 3.073 3.018
C 2.033 3.174 2.925
C 2.588 4.393 2.515
C 1.725 5.580 2.240
C 3.971 4.463 2.328
C 4.791 3.352 2.536
C 6.267 3.469 2.282
C 4.213 2.158 2.982
C 2.831 2.055 3.184
C 2.217 0.792 3.694
C -0.216 3.846 3.815
C -1.476 3.738 3.350
C -2.305 3.346 -0.053
C -1.134 4.212 -0.417
C -3.266 3.052 -1.032
H -5.067 2.307 -2.768
H -5.803 1.039 -1.748
H -6.350 2.720 -1.609
H -5.547 1.399 0.870
H -3.065 1.699 3.632
H -4.738 2.260 3.436
H -4.299 0.621 2.947
H 1.199 1.365 0.839
H -0.669 1.577 0.321
H 2.364 6.419 1.943
H 1.014 5.400 1.420
H 1.158 5.901 3.124
H 4.414 5.407 2.006
H 6.786 2.545 2.556
H 6.468 3.676 1.222
H 6.698 4.299 2.857
H 4.845 1.288 3.183
H 3.019 0.102 3.981
H 1.603 0.971 4.588
H 1.592 0.298 2.938
H 0.173 4.415 4.639
H -2.383 4.191 3.709
H -1.293 4.584 -1.439
H -1.035 5.084 0.246
H -0.181 3.666 -0.422
H -3.106 3.422 -2.049
C 0.575 -6.777 3.753
O -0.173 -5.545 3.894
C -0.314 -4.743 2.805
C -0.934 -3.484 3.004
C -0.995 -2.574 1.970
C -0.446 -2.879 0.689
C -0.409 -1.920 -0.385
O 0.204 -2.354 -1.525
C 0.146 -1.562 -2.664
C -0.283 -0.220 -2.580
C -0.382 0.520 -3.790
C -0.152 -0.100 -5.005
C 0.246 -1.446 -5.050
C 0.426 -2.175 -3.879
C -0.743 0.256 -1.335
C -0.970 -0.657 -0.310
C 0.074 -4.170 0.485
C 0.133 -5.097 1.508
H 0.571 -7.194 4.763
H 0.074 -7.463 3.050
H 1.608 -6.575 3.421
H -1.316 -3.252 3.996
H -1.452 -1.602 2.149
H -0.662 1.577 -3.727
H -0.273 0.459 -5.932
H 0.409 -1.927 -6.013
H 0.761 -3.208 -3.890
H -1.182 1.251 -1.327
H -1.503 -0.378 0.597
H 0.463 -4.453 -0.488
H 0.557 -6.084 1.314
*
```

=====

ORCA calculation (the ωB97M-V functional and the def2-TZVPD basis) on a structure of composition C38H40AsEuF10N7O5S.

Properties
E_HOMO (spin up / spin down): -0.1564 / -0.1213 hartree
Orbital gap (spin up / spin down): 5.382 / 4.205 eV
Molecular weight: 1123.7 g/mol
LUMO energy (spin up / spin down): 1.13 / 0.90 eV

The geometry in ORCA input format:
```
! RIJCOSX wB97M-V def2-TZVPD def2/J DEFGRID3
* xyz -1 7
Eu -0.860 -0.142 0.028
O 2.940 -1.589 2.250
C 1.674 -1.524 1.812
O 1.384 -1.216 0.650
C 0.645 -1.893 2.801
C 0.971 -2.443 4.036
C -0.120 -2.769 4.876
C -1.412 -2.556 4.443
C -1.594 -1.903 3.176
N -0.594 -1.471 2.387
C -3.106 -1.512 2.871
O -3.853 -1.590 3.919
O -3.014 0.259 1.118
H 3.491 -1.192 1.503
H 1.956 -2.620 4.313
H 0.130 -3.062 5.867
H -2.307 -2.821 5.032
C -1.450 -3.164 -1.597
N -2.315 -2.402 -0.669
C -3.506 -1.908 -1.375
C -3.304 -0.750 -2.460
N -2.739 0.393 -1.848
C -3.268 1.607 -1.999
C -2.661 2.731 -1.347
F -1.505 2.482 -0.649
C -3.100 4.027 -1.377
F -2.280 5.024 -0.928
C -4.399 4.237 -1.814
F -4.985 5.429 -1.699
C -5.140 3.195 -2.417
F -6.436 3.417 -2.810
C -4.532 1.983 -2.639
F -5.201 0.998 -3.343
C -2.529 -3.131 0.598
C -3.481 -2.549 1.678
N -3.212 -0.042 2.360
C -3.081 1.036 3.220
C -4.106 1.372 4.209
F -5.222 0.635 4.386
C -4.106 2.644 4.737
F -5.146 3.157 5.504
C -3.257 3.696 4.254
F -3.541 5.017 4.489
C -2.198 3.340 3.392
F -1.386 4.304 2.858
C -2.117 2.011 2.919
F -1.128 1.632 2.030
H -2.030 -3.896 -2.223
H -0.713 -3.759 -1.036
H -0.976 -2.483 -2.317
H -4.226 -1.515 -0.670
H -4.067 -2.791 -1.806
H -4.327 -0.623 -2.862
H -2.628 -1.114 -3.278
H -1.571 -3.306 0.993
H -2.968 -4.170 0.284
H -3.795 -3.410 2.225
H -4.362 -2.176 1.164
C 0.922 4.994 0.945
C 1.436 5.431 -0.425
As 2.513 3.980 -1.283
C 4.287 4.369 -0.440
C 4.549 3.620 0.835
C 2.761 4.999 -2.975
C 1.689 4.535 -3.969
H 0.518 5.830 1.480
H 1.705 4.424 1.450
H 0.073 4.326 0.711
H 2.124 6.276 -0.360
H 0.650 5.782 -1.092
H 4.388 5.477 -0.372
H 4.939 4.079 -1.291
H 3.818 3.864 1.649
H 5.522 4.044 1.207
H 4.595 2.534 0.719
H 3.761 4.752 -3.358
H 2.670 6.043 -2.710
H 0.721 4.334 -3.452
H 1.978 3.677 -4.574
H 1.397 5.270 -4.758
N 0.665 -0.294 -2.083
C 1.749 -0.143 -2.517
C 2.975 -0.097 -3.153
C 3.685 1.074 -3.347
N 4.274 2.078 -3.485
C 3.565 -1.325 -3.520
N 3.990 -2.365 -3.783
C 3.919 -5.936 1.578
C 3.968 -6.076 0.036
S 2.758 -4.988 -0.746
O 1.362 -5.479 -0.353
C 3.035 -5.308 -2.509
C 4.337 -5.886 -3.046
H 4.183 -6.871 2.092
H 2.938 -5.604 1.925
H 4.656 -5.185 1.908
H 3.593 -7.049 -0.347
H 5.016 -6.107 -0.337
H 2.945 -4.315 -2.978
H 2.077 -5.890 -2.707
H 5.209 -5.219 -2.913
H 4.129 -5.888 -4.119
H 4.621 -6.901 -2.756
*
```

=====

ORCA calculation (the ωB97M-V functional and the def2-TZVPD basis) on a structure of composition C38H40AsN2O8OsP2S2.

Properties
E_HOMO (spin up / spin down): -0.5452 / -0.5519 hartree
Orbital gap (spin up / spin down): 6.511 / 2.846 eV
Molecular weight: 1044.0 g/mol
Energy relative to the best compared isomer or geometry (same formula, charge and spin): 19.88 kJ/mol
LUMO energy (spin up / spin down): -8.33 / -12.17 eV

The geometry in ORCA input format:
```
! RIJCOSX wB97M-V def2-TZVPD def2/J DEFGRID3
* xyz 3 5
Os 0.313 0.257 1.043
C 4.050 -0.374 4.127
C 2.856 -1.118 3.340
O 2.717 -2.367 3.978
P 3.096 -1.324 1.590
O 3.929 -2.661 1.277
O 4.088 -0.200 1.018
O 1.754 -1.257 0.824
P 1.230 -0.067 3.529
O 0.940 0.206 5.062
O 0.134 -1.016 2.972
O 1.476 1.245 2.755
H 5.013 -0.881 3.773
H 3.958 -0.539 5.242
H 4.137 0.686 3.849
H 1.848 -2.769 3.869
H 3.643 -3.595 1.254
H 3.801 0.710 1.289
H 1.161 1.131 5.355
S 0.790 1.105 -0.966
C 0.945 -0.356 -2.000
N 1.780 -0.582 -3.072
C 1.386 -1.524 -4.137
C 0.855 -2.787 -3.436
N -0.067 -2.508 -2.316
C -1.359 -3.242 -2.256
C -1.561 -4.185 -1.087
C -0.608 -5.199 -0.898
C -0.908 -6.349 -0.153
C -2.217 -6.572 0.279
C -3.133 -5.492 0.178
C -2.780 -4.316 -0.408
C 0.120 -1.386 -1.508
S -0.848 -1.312 -0.046
C 2.811 0.405 -3.378
C 4.066 -0.033 -4.086
C 4.806 0.979 -4.693
C 5.962 0.698 -5.456
C 6.298 -0.658 -5.612
C 5.668 -1.654 -4.927
C 4.530 -1.349 -4.151
H 2.117 -1.863 -4.802
H 0.566 -1.061 -4.674
H 1.697 -3.365 -3.007
H 0.300 -3.460 -4.115
H -1.502 -3.723 -3.243
H -2.161 -2.494 -2.120
H 0.354 -5.106 -1.415
H -0.101 -6.997 0.201
H -2.595 -7.504 0.604
H -4.106 -5.630 0.560
H -3.546 -3.549 -0.461
H 3.033 0.840 -2.440
H 2.453 1.272 -3.948
H 4.463 2.032 -4.655
H 6.434 1.473 -6.081
H 7.068 -0.816 -6.374
H 6.019 -2.687 -5.055
H 4.034 -2.021 -3.443
O -1.085 1.319 1.931
As -2.394 2.430 1.483
C -3.296 2.677 3.133
C -2.947 1.891 4.232
C -3.399 2.193 5.506
C -4.230 3.296 5.745
C -4.487 4.184 4.649
C -4.155 3.754 3.389
C -1.622 4.103 0.965
C -2.381 5.037 0.219
C -1.998 6.368 0.203
C -0.765 6.767 0.703
C 0.003 5.870 1.403
C -0.403 4.523 1.432
C -3.426 1.584 0.136
C -4.311 0.565 0.504
C -4.728 -0.371 -0.476
C -4.328 -0.192 -1.776
C -3.539 0.860 -2.185
C -2.984 1.715 -1.171
H -2.295 1.049 4.019
H -3.137 1.393 6.218
H -4.639 3.393 6.767
H -5.202 5.025 4.867
H -4.521 4.350 2.526
H -3.269 4.623 -0.253
H -2.559 7.121 -0.339
H -0.442 7.794 0.666
H 0.987 6.132 1.838
H 0.342 3.809 1.873
H -4.547 0.406 1.588
H -5.346 -1.223 -0.203
H -4.582 -0.937 -2.462
H -3.392 1.026 -3.236
H -2.135 2.374 -1.441
*
```

=====

ORCA calculation (the ωB97M-V functional and the def2-TZVPD basis) on a structure of composition C38H40AsN8O5Rb.

Properties
E_HOMO: -0.0759 hartree
Orbital gap: 6.111 eV
Molecular weight: 849.2 g/mol
Energy relative to the best compared isomer or geometry (same formula, charge and spin): 0.00 kJ/mol
LUMO energy: 4.05 eV

The geometry in ORCA input format:
```
! RIJCOSX wB97M-V def2-TZVPD def2/J DEFGRID3
* xyz -2 1
Rb -0.300 1.462 1.143
C -3.207 -1.561 5.327
C -2.065 -1.435 6.113
C -1.075 -0.530 5.769
C -1.226 0.258 4.629
C -2.364 0.134 3.840
C -3.354 -0.773 4.193
N -0.212 1.150 4.150
N 0.637 1.460 4.993
C 1.713 2.295 4.527
C 2.250 3.061 5.567
C 3.292 3.935 5.311
C 3.801 3.987 4.018
C 3.265 3.171 3.025
C 2.189 2.276 3.202
H -3.970 -2.283 5.593
H -1.940 -2.061 6.989
H -0.169 -0.433 6.352
H -2.483 0.709 2.928
H -4.223 -0.867 3.554
H 1.832 2.965 6.565
H 3.706 4.554 6.100
H 4.628 4.655 3.790
H 3.735 3.241 2.041
O -4.680 1.245 -0.533
C -3.540 1.308 -0.050
O -3.023 0.536 0.822
C -2.542 2.377 -0.555
O -2.415 3.427 0.096
O -1.815 2.042 -1.551
C 1.133 -2.201 0.845
N 1.071 -3.651 0.569
C -0.173 -3.914 -0.161
N -1.363 -3.496 0.580
C -1.243 -2.050 0.845
N -0.029 -1.744 1.614
C -0.076 -2.486 2.871
N -0.161 -3.942 2.656
C 0.995 -4.348 1.851
C -1.370 -4.195 1.862
H 1.157 -1.657 -0.098
H 2.046 -1.978 1.399
H -0.241 -4.987 -0.368
H -0.146 -3.371 -1.109
H -2.122 -1.696 1.384
H -1.192 -1.514 -0.103
H -0.949 -2.171 3.443
H 0.824 -2.264 3.450
H 0.931 -5.426 1.667
H 1.906 -4.141 2.418
H -2.239 -3.864 2.437
H -1.452 -5.272 1.682
O 0.359 0.017 -1.276
As -0.119 0.595 -2.746
C -1.797 -0.047 -3.441
C -2.006 -0.127 -4.812
C -3.221 -0.594 -5.297
C -4.211 -0.993 -4.410
C -3.989 -0.931 -3.041
C -2.781 -0.459 -2.553
C 1.119 -0.299 -3.983
C 1.458 0.211 -5.232
C 2.318 -0.488 -6.069
C 2.852 -1.701 -5.659
C 2.530 -2.209 -4.407
C 1.670 -1.509 -3.573
C 0.321 2.411 -3.194
C -0.571 3.258 -3.837
C -0.162 4.532 -4.196
C 1.123 4.967 -3.889
C 2.002 4.123 -3.227
C 1.608 2.835 -2.888
H -1.230 0.172 -5.507
H -3.391 -0.642 -6.367
H -5.164 -1.345 -4.788
H -4.763 -1.202 -2.336
H -2.622 -0.379 -1.486
H 1.065 1.172 -5.550
H 2.579 -0.078 -7.038
H 3.528 -2.244 -6.309
H 2.958 -3.146 -4.073
H 1.437 -1.882 -2.583
H -1.589 2.931 -4.005
H -0.858 5.202 -4.686
H 1.430 5.973 -4.151
H 2.996 4.465 -2.965
H 2.297 2.177 -2.367
N 3.015 1.173 0.029
N 3.570 0.323 1.054
H 2.583 1.971 0.498
H 2.261 0.654 -0.415
H 3.105 0.573 1.934
H 4.538 0.604 1.162
*
```

=====

Q: The highest molecular weight belongs to which entry?
A: C38H40AsEuF10N7O5S